C28H61Br2IN2O7P | ωB97M-V/def2-TZVPD

Each line ends with the Mulliken charge.
CARTESIAN COORDINATES (ANGSTROEM)
C: 2.04 -2.83 3.83  -1.07
C: 2.28 -1.45 3.59  0.14
C: 3.43 -0.99 2.55  -0.72
P: 2.73 -0.46 0.82  0.47
I: 3.05 -2.94 0.28  -0.28
C: 4.40 0.11 0.05  -0.21
C: 5.66 -0.84 0.18  -0.76
C: 5.99 -1.51 -1.27  -0.08
C: 6.98 -2.75 -1.18  -1.12
C: 2.61 1.37 1.36  -1.81
C: 1.26 1.87 2.04  0.52
C: 1.30 1.94 3.65  -1.10
Br: 1.13 3.84 1.50  -0.17
O: 1.15 -0.96 1.37  0.87
C: 0.09 -1.01 0.38  -0.70
N: -1.25 -0.47 0.83  -0.06
C: -1.44 -0.50 2.28  0.65
C: -2.80 0.34 2.57  -1.30
N: -0.33 -2.36 -0.11  0.18
C: -0.43 -3.37 0.97  -0.13
C: -1.84 -4.16 0.98  -0.46
C: -2.12 -4.78 -0.48  -0.85
C: 0.68 -0.17 -0.89  -1.38
O: 0.48 1.26 -0.92  -0.50
C: 0.15 -0.58 -2.37  0.17
Br: -1.82 -0.58 -2.53  -0.13
C: 0.89 0.30 -3.51  -0.31
C: 1.56 -0.70 -4.60  -1.00
O: 2.12 -0.23 -0.82  -0.52
H: 1.26 -3.19 4.58  0.29
H: 2.61 -3.64 3.27  0.22
H: 1.67 -0.74 4.22  0.20
H: 4.00 -1.97 2.37  0.29
H: 4.16 -0.24 3.00  0.46
H: 4.22 0.27 -1.08  0.01
H: 4.73 1.15 0.41  0.34
H: 5.68 -1.58 1.03  0.26
H: 6.58 -0.16 0.36  0.33
H: 6.37 -0.65 -1.93  0.36
H: 5.02 -1.86 -1.77  0.04
H: 7.42 -2.89 -2.24  0.34
H: 7.87 -2.61 -0.50  0.29
H: 6.43 -3.73 -0.96  0.21
H: 3.44 1.63 2.11  0.62
H: 2.71 1.99 0.40  0.59
H: 0.30 1.44 1.62  -0.07
H: 0.97 2.98 4.01  0.38
H: 0.61 1.19 4.15  0.21
H: 2.38 1.83 4.03  0.22
H: -1.47 0.42 0.39  0.52
H: -0.64 0.00 2.91  -0.52
H: -1.63 -1.53 2.73  0.31
H: -2.65 1.46 2.43  0.24
H: -3.52 0.03 1.73  0.29
H: -3.29 0.06 3.55  0.40
H: 0.32 -2.75 -0.80  0.40
H: -0.21 -3.01 2.02  -0.32
H: 0.36 -4.18 0.75  0.40
H: -2.70 -3.55 1.40  0.23
H: -1.67 -5.07 1.67  0.30
H: -2.78 -4.07 -1.07  0.06
H: -2.55 -5.83 -0.38  0.37
H: -1.09 -4.93 -0.98  0.23
H: -0.46 1.50 -1.08  0.48
H: 0.49 -1.66 -2.59  0.34
H: 0.19 0.99 -4.06  0.42
H: 1.78 0.87 -3.08  0.14
H: 1.65 -0.21 -5.62  0.33
H: 2.64 -0.90 -4.27  0.22
H: 1.05 -1.72 -4.64  0.29
C: -4.70 -2.95 -3.96  -0.67
O: -4.79 -4.12 -3.16  -0.33
C: -5.99 -4.17 -2.40  -0.46
C: -7.00 -5.13 -3.02  -0.58
O: -7.48 -4.64 -4.26  -0.37
C: -6.88 -5.29 -5.37  -0.70
H: -3.86 -3.06 -4.64  0.26
H: -5.61 -2.80 -4.55  0.37
H: -4.52 -2.08 -3.32  0.18
H: -6.42 -3.17 -2.28  0.35
H: -5.72 -4.54 -1.40  0.37
H: -7.86 -5.21 -2.35  0.38
H: -6.56 -6.13 -3.13  0.33
H: -7.26 -6.32 -5.45  0.33
H: -5.79 -5.31 -5.29  0.30
H: -7.16 -4.75 -6.28  0.24
C: 1.64 8.79 1.20  -0.72
O: 0.51 8.01 0.82  -0.39
C: 0.05 7.17 1.88  0.00
C: -1.19 7.74 2.54  -0.69
O: -0.90 8.95 3.25  -0.37
C: -1.31 10.11 2.54  -0.71
H: 1.82 9.52 0.41  0.23
H: 1.47 9.31 2.14  0.31
H: 2.52 8.14 1.28  0.30
H: 0.84 7.00 2.62  0.35
H: -0.20 6.20 1.43  0.03
H: -1.57 7.02 3.27  0.34
H: -1.99 7.91 1.80  0.36
H: -2.41 10.18 2.55  0.32
H: -0.95 10.10 1.50  0.31
H: -0.90 10.98 3.04  0.24

Summary:
LUMO energy ... 0.0862 Eh
Total charge ... -1
E_tot ... -7526.5401 Ha
E_HOMO ... -0.1875 hartree